(1)
Here is C24H71AsF6O11 as an isolated structure at a distorted geometry from the Open Molecules 2025 dataset. Energies are from ωB97M-V/def2-TZVPD.

ORCA input file:
```
! RIJCOSX wB97M-V def2-TZVPD def2/J DEFGRID3
* xyz 0 1
O 9.176 12.791 14.299
H 9.326 12.371 13.415
H 9.893 13.524 14.411
H 9.302 12.137 15.016
As 7.079 16.269 14.603
F 5.511 15.825 13.994
F 7.391 14.653 15.178
F 8.721 16.725 15.071
F 6.757 17.911 14.131
F 6.462 16.546 16.209
F 7.776 15.906 13.025
C 5.537 12.849 12.663
C 5.924 13.603 11.395
O 6.889 12.899 10.624
H 4.692 13.282 13.201
H 6.309 12.905 13.436
H 5.301 11.808 12.438
H 6.368 14.542 11.733
H 5.047 13.893 10.811
H 7.277 13.550 10.031
C 13.055 14.663 14.324
C 11.827 15.552 14.210
O 10.593 14.894 14.548
H 12.981 13.793 13.672
H 13.273 14.394 15.355
H 13.885 15.269 13.956
H 11.714 15.949 13.199
H 11.960 16.424 14.852
H 9.973 15.583 14.844
C 3.861 16.950 18.351
C 2.548 16.794 19.120
O 1.503 16.662 18.130
H 4.613 17.234 19.090
H 3.753 17.748 17.623
H 4.156 16.009 17.893
H 2.306 17.704 19.685
H 2.477 15.968 19.835
H 0.655 16.808 18.563
C 8.658 14.634 19.901
C 8.091 14.783 18.507
O 6.747 15.183 18.573
H 8.623 15.573 20.452
H 9.714 14.353 19.895
H 8.088 13.857 20.416
H 8.303 13.878 17.921
H 8.690 15.562 18.008
H 6.529 15.646 17.745
C 6.455 18.961 10.365
C 6.264 17.455 10.490
O 7.514 16.780 10.443
H 7.127 19.207 9.543
H 6.859 19.414 11.275
H 5.527 19.520 10.207
H 5.590 17.138 9.690
H 5.739 17.175 11.407
H 7.756 16.611 11.368
C 5.503 21.522 13.882
C 5.984 21.376 15.339
O 6.963 20.372 15.442
H 6.338 21.897 13.286
H 4.653 22.199 13.814
H 5.289 20.549 13.431
H 5.167 21.160 16.039
H 6.401 22.344 15.621
H 6.677 19.575 14.979
C 11.791 12.422 10.064
C 11.122 13.179 11.207
C 9.809 13.836 10.872
O 10.964 12.279 12.329
H 12.728 11.965 10.394
H 11.999 13.068 9.212
H 11.175 11.592 9.710
H 11.819 13.948 11.566
H 9.987 14.666 10.186
H 9.358 14.302 11.751
H 9.135 13.145 10.365
H 11.695 11.657 12.362
C 2.073 15.743 14.169
C 2.574 17.079 14.742
C 2.964 17.975 13.561
O 1.529 17.722 15.443
H 2.891 15.212 13.681
H 1.264 15.928 13.464
H 1.695 15.147 15.003
H 3.476 16.908 15.336
H 3.230 18.999 13.835
H 2.091 18.006 12.908
H 3.855 17.590 13.066
H 1.430 17.271 16.300
C 11.358 18.923 10.999
C 11.234 19.725 12.279
C 9.963 19.270 13.011
O 12.376 19.457 13.099
H 10.567 19.190 10.299
H 11.209 17.855 11.188
H 12.344 18.992 10.537
H 11.107 20.799 12.110
H 9.766 19.773 13.962
H 9.955 18.192 13.176
H 9.101 19.525 12.389
H 12.162 19.834 13.960
C 5.757 11.438 18.641
C 6.579 10.862 17.508
C 6.531 11.701 16.245
O 7.940 10.730 17.888
H 4.720 11.632 18.350
H 6.145 12.443 18.842
H 5.712 10.848 19.556
H 6.160 9.888 17.206
H 7.231 12.530 16.377
H 5.537 12.102 16.049
H 6.799 11.123 15.359
H 8.018 10.204 18.688
*
```

The calculation puts the HOMO-LUMO gap at 8.791 eV. The calculation puts the HOMO energy at -9.18 eV. The value obtained for the LUMO energy is -0.389 eV. As for the energy above the lowest of the compared OMol25 structures with the same formula, charge and spin: 11.6 kcal/mol. The total energy is -125707.452 eV.

Löwdin atomic charge list, values in e, 8 entries: atom 1 (O): 0.210, atom 2 (H): 0.141, atom 3 (H): 0.101, atom 4 (H): 0.167, atom 5 (As): 0.823, atom 6 (F): -0.216, atom 7 (F): -0.234, atom 8 (F): -0.244

***

(2)
Here is a 10-piece molecular cluster, C24H71N12O11 overall at a distorted geometry from the Open Molecules 2025 dataset. Energies are from ωB97M-V/def2-TZVPD.

ORCA input file:
```
! RIJCOSX wB97M-V def2-TZVPD def2/J DEFGRID3
* xyz -1 1
C 32.526 -22.038 13.676
C 31.264 -21.531 12.879
O 30.768 -20.315 13.227
H 33.360 -21.420 13.345
H 32.799 -23.031 13.319
H 32.608 -21.796 14.735
H 30.495 -22.303 12.848
H 31.562 -21.575 11.831
C 34.109 -27.075 7.475
C 35.447 -27.749 7.475
C 36.273 -27.639 6.144
O 37.575 -28.227 6.248
C 38.234 -28.223 4.988
N 36.281 -27.156 8.426
H 33.553 -27.056 8.412
H 33.535 -27.432 6.620
H 34.164 -26.014 7.231
H 35.234 -28.775 7.775
H 36.556 -26.605 5.946
H 35.718 -27.960 5.263
H 37.991 -27.326 4.418
H 38.087 -29.219 4.570
H 39.291 -28.304 5.242
H 37.133 -27.692 8.352
H 35.996 -27.275 9.388
C 31.837 -18.708 5.011
C 30.792 -18.501 6.174
C 29.498 -19.373 6.105
O 29.797 -20.683 5.612
C 28.867 -21.649 5.938
N 31.446 -18.483 7.490
H 31.386 -18.712 4.018
H 32.275 -19.703 5.086
H 32.574 -17.906 5.053
H 30.539 -17.443 6.100
H 28.885 -18.948 5.310
H 28.982 -19.351 7.065
H 29.028 -21.954 6.972
H 29.038 -22.580 5.397
H 27.851 -21.269 5.833
H 32.347 -18.905 7.312
H 31.059 -18.986 8.275
C 32.545 -19.945 20.684
C 31.107 -20.211 20.252
C 30.123 -20.101 21.416
O 28.816 -20.446 20.982
C 27.955 -20.647 22.075
N 30.749 -19.264 19.181
H 32.850 -20.614 21.488
H 32.637 -18.917 21.036
H 33.290 -19.963 19.889
H 31.033 -21.254 19.944
H 30.181 -19.152 21.949
H 30.539 -20.779 22.161
H 27.315 -21.530 22.100
H 27.262 -19.808 22.018
H 28.406 -20.635 23.067
H 31.404 -19.308 18.414
H 31.079 -18.380 19.543
C 29.649 -29.207 15.984
C 30.304 -28.040 15.222
C 29.698 -27.788 13.759
O 28.266 -27.838 13.619
C 27.848 -27.575 12.255
N 30.029 -26.879 16.032
H 29.459 -30.146 15.464
H 28.627 -29.021 16.315
H 30.150 -29.503 16.906
H 31.357 -28.269 15.057
H 30.275 -28.489 13.156
H 29.966 -26.820 13.334
H 28.155 -26.531 12.189
H 26.780 -27.736 12.110
H 28.338 -28.155 11.473
H 30.511 -26.077 15.651
H 29.034 -26.717 15.971
C 37.306 -25.639 16.545
C 37.694 -24.156 16.830
O 39.086 -24.149 16.649
O 37.356 -25.965 15.145
H 36.279 -25.834 16.852
H 37.936 -26.235 17.206
H 37.296 -23.889 17.809
H 37.251 -23.486 16.093
H 39.441 -24.736 17.320
H 38.295 -25.985 14.944
C 36.847 -21.288 9.463
O 36.814 -20.097 9.271
N 37.393 -21.770 10.595
N 36.512 -22.188 8.567
H 37.297 -22.710 10.950
H 37.618 -21.008 11.219
H 36.406 -23.141 8.885
H 36.433 -21.974 7.583
C 26.298 -15.426 10.119
O 26.253 -15.991 11.228
N 27.481 -15.003 9.622
N 25.346 -15.275 9.225
H 28.216 -15.389 10.196
H 27.762 -14.896 8.657
H 24.401 -15.503 9.498
H 25.531 -14.996 8.272
C 35.675 -15.759 14.374
O 35.019 -15.140 15.127
N 36.946 -15.595 14.408
N 35.254 -16.569 13.419
H 37.581 -16.349 14.189
H 37.307 -14.841 14.974
H 34.261 -16.739 13.344
H 35.827 -16.756 12.609
C 22.827 -21.267 11.435
O 23.096 -20.452 12.330
N 23.714 -21.717 10.622
N 21.671 -21.750 11.273
H 23.506 -22.492 10.009
H 24.654 -21.466 10.892
H 20.870 -21.415 11.789
H 21.644 -22.444 10.541
*
```

The calculation puts the HOMO-LUMO gap at 3.885 eV. The calculation puts the HOMO energy at -1.99 eV. The value obtained for the LUMO energy is 1.897 eV. The total energy is -66438.144 eV.

Löwdin atomic charge list, values in e, 8 entries: atom 1 (C): -0.151, atom 2 (C): -0.620, atom 3 (O): -0.394, atom 4 (H): 0.027, atom 5 (H): 0.028, atom 6 (H): 0.038, atom 7 (H): 0.041, atom 8 (H): 0.042

***

(3)
Here is a 10-piece molecular cluster, C24H71N3O10 overall at a distorted geometry from the Open Molecules 2025 dataset. Energies are from ωB97M-V/def2-TZVPD.

ORCA input file:
```
! RIJCOSX wB97M-V def2-TZVPD def2/J DEFGRID3
* xyz 0 1
C 4.543 0.273 -1.986
O 5.861 0.795 -1.858
C 5.998 1.642 -0.750
C 7.430 2.184 -0.783
C 8.438 1.116 -0.414
N 7.607 3.327 0.152
H 4.505 -0.218 -2.952
H 3.853 1.124 -1.999
H 4.313 -0.390 -1.153
H 5.297 2.486 -0.747
H 5.832 1.106 0.195
H 7.569 2.499 -1.824
H 8.129 0.645 0.524
H 9.492 1.385 -0.393
H 8.354 0.282 -1.120
H 7.120 4.140 -0.224
H 8.585 3.580 0.010
C -2.857 -0.034 4.419
O -3.671 0.406 3.380
C -4.086 1.738 3.547
C -4.915 2.225 2.386
C -4.227 2.064 1.017
N -5.158 3.669 2.574
H -2.616 -1.088 4.302
H -3.346 0.055 5.401
H -1.884 0.456 4.534
H -4.618 1.814 4.511
H -3.230 2.422 3.664
H -5.854 1.660 2.330
H -3.692 1.122 0.902
H -3.554 2.906 0.855
H -4.998 2.089 0.242
H -5.749 3.765 3.401
H -5.764 3.982 1.819
C -4.746 -0.548 -1.510
O -3.676 -0.509 -2.424
C -4.016 0.057 -3.670
C -3.017 -0.337 -4.740
C -1.561 -0.239 -4.270
N -3.212 0.523 -5.910
H -5.647 -1.047 -1.884
H -4.949 0.459 -1.140
H -4.428 -1.181 -0.680
H -4.973 -0.390 -3.989
H -4.267 1.125 -3.612
H -3.201 -1.361 -5.072
H -0.870 -0.585 -5.040
H -1.361 -0.854 -3.383
H -1.308 0.772 -3.940
H -2.486 0.347 -6.600
H -2.975 1.487 -5.670
C -1.874 -3.477 -1.704
C -3.016 -3.688 -2.667
O -3.145 -5.097 -2.952
H -2.130 -3.989 -0.777
H -1.824 -2.413 -1.464
H -0.937 -3.793 -2.152
H -2.944 -3.116 -3.596
H -3.991 -3.441 -2.225
H -3.830 -5.212 -3.614
C 0.098 4.043 0.337
C 1.544 3.693 0.745
O 2.250 3.188 -0.373
H -0.348 4.659 1.119
H -0.472 3.136 0.139
H 0.114 4.601 -0.599
H 1.511 2.974 1.567
H 2.054 4.592 1.085
H 2.127 2.236 -0.456
C -0.714 -0.121 0.879
C -0.361 0.198 -0.557
O 1.042 0.345 -0.724
H -0.136 -0.971 1.250
H -1.747 -0.435 1.051
H -0.505 0.742 1.514
H -0.835 1.122 -0.905
H -0.744 -0.580 -1.228
H 1.388 -0.375 -1.285
C 0.599 -3.766 1.229
C -0.570 -4.395 1.955
O -1.431 -3.343 2.395
H 1.210 -3.140 1.887
H 0.290 -3.126 0.401
H 1.315 -4.493 0.846
H -0.213 -5.011 2.785
H -1.092 -5.079 1.279
H -2.275 -3.750 2.615
C 1.229 2.713 4.206
C 1.645 1.263 3.986
O 1.404 0.546 5.189
H 1.186 3.279 3.270
H 1.932 3.238 4.851
H 0.233 2.752 4.647
H 2.717 1.228 3.767
H 1.134 0.799 3.139
H 0.947 -0.286 4.964
C 2.934 -3.319 -1.343
C 2.080 -2.843 -2.494
O 2.188 -1.409 -2.551
H 2.524 -2.896 -0.422
H 3.961 -2.988 -1.457
H 2.777 -4.390 -1.197
H 1.049 -3.179 -2.376
H 2.441 -3.260 -3.439
H 2.113 -1.160 -3.478
O -0.114 -1.585 4.257
H -0.182 -2.027 3.396
H -0.621 -2.144 4.854
*
```

The calculation puts the HOMO-LUMO gap at 9.476 eV. The calculation puts the HOMO energy at -9.24 eV. As for the SMILES: COC[C@H](C)N.COC[C@H](C)N.COC[C@H](C)N.CCO.CCO.CCO.CCO.CCO.CCO.O. The value obtained for the LUMO energy is 0.234 eV. As for the energy above the lowest of the compared OMol25 structures with the same formula, charge and spin: 0.0 kcal/mol. The total energy is -50981.592 eV.

Löwdin atomic charge list, values in e, 8 entries: atom 1 (C): -0.096, atom 2 (O): -0.186, atom 3 (C): -0.228, atom 4 (C): -0.440, atom 5 (C): -0.073, atom 6 (N): 0.027, atom 7 (H): 0.082, atom 8 (H): 0.087